DFT (ωB97M-V/def2-TZVPD) results for a cluster of 2 separate species, CH5NOS in total at a distorted geometry.

Each line ends with the Mulliken charge.
Geometry (Å):
C1 0.01 -2.83 0.55  -0.0282
O1 -0.10 -2.51 -0.58  -0.3640
H1 1.06 -3.06 1.00  0.1921
H2 -0.82 -3.17 1.26  0.2211
N1 -0.49 1.44 -0.89  -0.5142
S1 -1.63 0.85 0.15  -0.1169
H3 0.26 1.81 -0.28  0.2701
H4 -0.93 2.28 -1.14  0.2604
H5 -1.24 -0.45 -0.07  0.0797

Results
SMILES = C=O.NS
charge = 0
ΔE to the lowest compared entry with this formula, charge and spin = 51.30 kcal/mol
DFT total energy = -15488.8950 eV